Computed, not measured: a structure of composition C46H41IN3O2P2Pd in a non-equilibrium geometry, with the ωB97M-V functional and the def2-TZVPD basis.

Summary:
Net charge   -1
Relative energy (zero: lowest compared OMol25 entry of this formula, charge and spin)   5.3 kcal per mole
HOMO level   -3.21 eV
Kohn-Sham gap   5.52 eV
E_tot   -3200.62729 a.u.

Each line ends with the Mulliken charge.
Atoms and positions in Å:
I (3.759, 0.571, -0.746)  0.19
Pd (0.879, 0.188, -0.953)  -0.20
P (0.616, 0.343, 1.340)  2.65
P (0.770, -2.069, -1.413)  1.93
O (-0.856, 0.830, -2.666)  -1.02
O (-1.758, 4.284, 1.406)  -0.58
N (0.320, -2.397, 1.401)  0.49
N (1.043, 2.532, -1.320)  -0.71
N (-4.099, 1.945, -1.717)  -0.64
C (-2.363, -2.857, 3.917)  -0.55
C (-3.444, 0.710, 1.397)  -0.70
C (4.567, -3.631, -3.611)  -0.46
C (-2.883, -3.610, -2.452)  -0.68
C (-1.510, -4.024, 1.566)  -0.81
C (1.611, 1.487, 2.354)  0.28
C (-3.135, 1.209, -2.196)  0.96
C (1.274, 2.849, 2.303)  -0.45
C (3.438, 2.642, -0.649)  0.41
C (-2.709, 1.463, 3.562)  -1.02
C (-3.053, -3.961, 3.431)  -0.71
C (-0.532, -3.030, -2.296)  0.29
C (3.329, 5.402, -0.634)  -0.81
C (-3.488, -0.083, -2.869)  -0.90
C (2.877, -1.960, -3.224)  -0.60
C (-3.736, 1.234, 2.650)  -0.96
C (4.012, -2.392, -3.902)  -0.72
C (-2.275, 4.652, 0.114)  -1.02
C (4.506, 4.775, -0.255)  -0.57
C (-2.490, 3.460, -0.769)  0.91
C (-1.711, 1.559, -2.112)  0.28
C (2.822, -4.015, -1.993)  0.08
C (2.820, 1.131, 2.949)  -0.71
C (-2.659, -4.266, -3.655)  -0.73
C (2.220, 4.654, -0.993)  -0.22
C (3.669, 2.101, 3.478)  -0.67
C (-1.378, -4.286, -4.189)  -0.69
C (-0.325, -3.673, -3.518)  -0.74
C (-0.073, 3.093, -0.966)  -0.23
C (2.116, 3.814, 2.832)  -0.73
C (3.969, -4.445, -2.656)  -0.80
C (-0.799, -2.909, 2.050)  2.10
C (3.323, 3.442, 3.418)  -0.67
C (0.908, -3.029, 0.226)  -2.04
C (-1.393, 1.170, 3.219)  -0.66
C (-2.607, -4.532, 2.248)  -0.76
C (2.208, 3.242, -0.972)  0.05
C (-3.775, 3.079, -1.021)  -1.25
C (-2.124, 0.425, 1.059)  0.22
C (2.267, -2.760, -2.256)  0.04
C (1.092, -1.324, 2.011)  -2.08
C (-1.833, -2.987, -1.793)  -0.67
C (-1.261, -2.342, 3.252)  -0.49
C (4.553, 3.390, -0.285)  -0.70
C (-1.406, 2.709, -1.316)  0.63
C (-1.086, 0.645, 1.965)  1.10
H (-3.883, -3.561, -2.036)  0.44
H (5.381, 5.347, 0.033)  0.39
H (2.450, -0.984, -3.426)  0.53
H (1.325, 5.160, -1.328)  0.48
H (1.838, 4.860, 2.771)  0.47
H (1.984, -3.112, 0.395)  0.63
H (-3.480, -4.740, -4.180)  0.37
H (-4.535, -0.062, -3.169)  0.46
H (-4.231, 0.559, 0.666)  0.45
H (-4.608, 3.667, -0.647)  0.29
H (-4.759, 1.482, 2.912)  0.39
H (-2.229, 3.486, 1.680)  0.35
H (-2.687, -2.372, 4.831)  0.37
H (1.075, -1.391, 3.102)  0.67
H (-1.874, 0.056, 0.070)  -0.57
H (0.668, -3.701, -3.952)  0.38
H (0.525, -4.040, 0.120)  0.52
H (5.467, 2.872, -0.022)  0.36
H (2.353, -4.681, -1.276)  0.29
H (-0.597, 1.365, 3.930)  0.39
H (4.389, -5.418, -2.430)  0.41
H (0.347, 3.152, 1.825)  0.46
H (2.129, -1.447, 1.698)  0.59
H (-1.554, 5.349, -0.310)  0.48
H (-0.790, -1.461, 3.660)  0.02
H (3.274, 6.484, -0.669)  0.39
H (-3.917, -4.354, 3.952)  0.37
H (4.473, -1.751, -4.645)  0.42
H (-3.124, -5.390, 1.830)  0.38
H (-2.934, 1.879, 4.538)  0.43
H (-0.008, 3.904, -0.240)  0.60
H (5.465, -3.961, -4.122)  0.36
H (-3.224, 5.180, 0.224)  0.41
H (-2.837, -0.278, -3.723)  0.33
H (-3.344, -0.916, -2.172)  -0.22
H (-2.033, -2.434, -0.882)  0.74
H (3.994, 4.197, 3.811)  0.36
H (-1.193, -4.782, -5.136)  0.41
H (4.610, 1.804, 3.927)  0.40
H (3.119, 0.089, 2.996)  0.26
H (-1.229, -4.500, 0.641)  0.12


Computed, not measured: a cluster of 5 separate species, C4H18NO4 in total in a non-equilibrium geometry, with the ωB97M-V functional and the def2-TZVPD basis.

Summary:
Net charge   +1
Relative energy (zero: lowest compared OMol25 entry of this formula, charge and spin)   45.1 kcal per mole
HOMO level   -13.96 eV
Kohn-Sham gap   10.74 eV
E_tot   -518.62169 a.u.

Each line ends with the Mulliken charge.
Atoms and positions in Å:
O (2.630, 3.136, -0.583)  -0.65
O (-1.589, 2.512, 0.163)  -0.66
O (-2.331, -0.224, -2.182)  -0.72
O (-3.211, -0.267, 0.276)  -0.70
N (-0.169, -0.067, 0.110)  -0.21
C (0.521, -1.050, 0.996)  0.56
C (-0.177, -1.762, 1.890)  -1.02
C (2.546, -1.424, -0.414)  -1.03
C (2.015, -1.051, 0.925)  -0.58
H (3.370, 2.553, -0.847)  0.33
H (0.524, 0.640, -0.257)  0.39
H (-0.859, 2.368, -0.530)  0.33
H (-0.942, -0.338, -0.561)  0.29
H (-2.990, -0.557, -2.829)  0.35
H (-4.121, -0.693, 0.381)  0.33
H (-2.436, 2.681, -0.238)  0.33
H (-2.967, -0.225, -1.389)  0.37
H (0.289, -2.524, 2.514)  0.30
H (-1.320, -1.851, 2.025)  0.22
H (2.278, 3.327, -1.472)  0.33
H (2.275, -0.849, -1.283)  0.33
H (-3.479, 0.581, 0.711)  0.31
H (2.422, -0.081, 1.216)  0.31
H (-0.712, 0.694, 0.711)  0.51
H (2.406, -2.478, -0.837)  0.32
H (3.660, -1.316, -0.224)  0.30
H (2.368, -1.736, 1.729)  0.35


Computed, not measured: the ion C7H12ClFN2 with charge +2 in a non-equilibrium geometry, with the ωB97M-V functional and the def2-TZVPD basis.

Summary:
Net charge   +2
Relative energy (zero: lowest compared OMol25 entry of this formula, charge and spin)   55.5 kcal per mole
HOMO level   -19.13 eV
Kohn-Sham gap   8.80 eV
E_tot   -942.63298 a.u.

Each line ends with the Mulliken charge.
Atoms and positions in Å:
Cl (3.138, -0.757, 0.526)  -0.03
F (-3.173, -0.766, -1.590)  -0.14
N (0.525, 0.232, -0.009)  -0.23
N (-1.984, -0.416, -1.039)  0.47
C (-1.200, 0.916, 1.839)  -0.97
C (-1.315, 0.728, -1.522)  -0.52
C (-1.471, -1.325, -0.222)  -0.33
C (-0.077, -1.106, 0.119)  -0.45
C (0.293, 0.906, 1.321)  -0.51
C (-0.126, 1.120, -0.976)  -0.10
C (2.053, 0.250, -0.478)  -0.33
H (-1.680, 1.538, -2.237)  0.38
H (-1.243, 1.478, 2.794)  0.41
H (0.149, -1.422, 1.183)  0.48
H (0.498, -1.963, -0.426)  0.46
H (1.889, -0.162, -1.448)  0.49
H (-1.879, -2.233, 0.011)  0.50
H (0.702, 1.909, 1.201)  0.45
H (2.416, 1.313, -0.537)  0.40
H (-2.179, 1.309, 1.240)  0.27
H (0.209, 2.137, -1.148)  0.47
H (0.932, 0.327, 2.040)  0.52
H (-1.578, -0.137, 2.241)  0.30


Computed, not measured: a structure of composition C27H19Cl3F3GeN3O6Rb in a non-equilibrium geometry, with the ωB97M-V functional and the def2-TZVPD basis.

Summary:
Relative energy (zero: lowest compared OMol25 entry of this formula, charge and spin)   46.1 kcal per mole
HOMO level (spin up / spin down)   -4.44 / -7.44 eV
⟨S²⟩   0.77
Kohn-Sham gap (spin up / spin down)   2.76 / 5.77 eV
E_tot   -5437.20671 a.u.
Spin multiplicity   2

Each line ends with the Mulliken charge.
Atoms and positions in Å:
Rb (0.978, -0.948, 1.576)  0.68
Ge (-1.203, 0.967, 3.682)  0.90
Cl (-1.950, -0.937, 4.442)  -0.21
Cl (1.070, 0.163, 4.267)  -0.49
Cl (-1.347, 2.678, 4.916)  -0.26
F (6.338, 4.570, 2.083)  -0.23
F (6.616, 4.156, -0.014)  -0.28
F (5.262, 5.773, 0.615)  -0.24
O (-0.682, 1.853, 2.090)  -0.10
O (-2.385, 4.100, -3.434)  -0.45
O (-6.441, -3.879, 1.527)  -0.50
O (-0.375, 4.091, -2.296)  -0.44
O (-5.690, -5.990, 1.468)  -0.58
O (-2.680, 0.901, 2.150)  -0.64
N (2.262, -2.738, -1.002)  -0.17
N (-0.243, -2.997, -0.109)  -0.10
N (2.514, 1.549, 1.128)  0.22
C (-3.042, -5.243, 0.914)  -1.09
C (3.978, -3.199, -2.622)  -0.69
C (0.210, -3.748, -1.061)  -0.67
C (1.701, -3.634, -3.126)  -0.90
C (-2.095, 2.224, 0.187)  0.43
C (-3.345, 2.334, -0.403)  -0.46
C (-2.486, 3.272, -2.389)  0.34
C (-1.788, -4.793, 0.538)  -0.42
C (3.279, 3.836, 1.388)  -1.08
C (3.665, 1.331, 0.445)  -0.45
C (4.548, 3.543, 0.915)  0.25
C (-2.364, -2.484, 0.991)  0.39
C (3.558, -2.642, -1.461)  -0.22
C (1.365, -3.359, -1.787)  0.40
C (-1.398, -3.410, 0.542)  -0.19
C (5.651, 4.531, 0.921)  0.85
C (-5.407, -4.784, 1.408)  0.40
C (-3.586, 2.808, -1.661)  -0.87
C (2.288, 2.834, 1.440)  -0.13
C (-1.844, 1.565, 1.457)  0.65
C (-1.020, 2.780, -0.427)  -0.51
C (-1.243, 3.237, -1.697)  0.58
C (-1.185, 4.934, -3.139)  -0.20
C (-3.960, -4.235, 1.218)  0.67
C (-3.676, -2.898, 1.257)  -0.70
C (3.010, -3.583, -3.514)  -0.18
C (4.702, 2.257, 0.317)  -0.57
H (-0.043, 3.019, -0.067)  0.43
H (3.772, 0.415, 0.014)  0.57
H (5.574, 1.900, -0.296)  0.36
H (-1.554, 5.756, -2.513)  0.29
H (-2.055, -1.420, 0.976)  0.17
H (-4.568, 2.835, -2.091)  0.48
H (-3.352, -6.250, 1.103)  0.48
H (4.219, -2.117, -0.780)  0.37
H (-0.701, 5.243, -4.036)  0.27
H (-4.218, 2.121, 0.307)  0.32
H (0.936, -3.953, -3.794)  0.41
H (-0.326, -4.610, -1.459)  0.41
H (-4.415, -2.136, 1.552)  0.35
H (3.275, -3.594, -4.545)  0.39
H (5.053, -3.279, -2.872)  0.32
H (-6.351, -3.096, 0.919)  0.34
H (2.988, 4.840, 1.802)  0.35
H (-1.091, -5.574, 0.211)  0.43
H (1.297, 3.114, 1.828)  0.49


Computed, not measured: a cluster of 10 separate species, C27H60N3O38S9Si in total, with the ωB97M-V functional and the def2-TZVPD basis.

Summary:
Net charge   +1
HOMO level   -11.66 eV
Kohn-Sham gap   9.56 eV
E_tot   -7961.04734 a.u.

Each line ends with the Mulliken charge.
Atoms and positions in Å:
S (5.122, 5.508, -3.162)  1.04
S (7.105, -10.830, -5.518)  1.08
S (-3.929, -2.536, 4.017)  1.15
S (-3.750, 2.840, 5.985)  0.94
S (-6.209, 4.771, 2.561)  1.20
S (-0.411, -8.147, 5.230)  1.10
S (-0.030, 3.684, -5.615)  1.23
S (7.230, -6.058, -1.792)  1.16
S (-5.375, 0.241, 0.101)  1.00
Si (4.015, 1.324, -1.855)  0.62
O (-4.169, 2.143, 7.355)  -0.32
O (-6.922, 6.127, 2.990)  -0.31
O (-1.050, -7.625, 4.074)  -0.53
O (0.589, -7.050, 5.820)  -0.31
O (-4.600, 1.177, -0.657)  -0.46
O (-5.855, -0.931, -0.528)  -0.65
O (7.295, -10.330, -6.830)  -0.54
O (6.645, -7.251, -1.299)  -0.55
O (-1.184, 2.629, -5.938)  -0.31
O (-4.803, 4.932, 2.552)  -0.57
O (-5.327, -2.315, 4.110)  -0.59
O (-0.369, 4.711, -6.766)  -0.30
O (7.150, -12.219, -5.252)  -0.53
O (1.216, 3.067, -5.836)  -0.57
O (6.043, 6.642, -2.525)  -0.32
O (-3.605, -3.067, 2.550)  -0.25
O (-0.321, 4.300, -4.363)  -0.71
O (0.286, 0.162, -1.532)  -0.45
O (-3.008, -1.517, 4.368)  -0.55
O (-4.796, 4.043, 6.049)  -0.30
O (-3.539, -3.863, 4.805)  -0.28
O (4.558, 5.966, -4.375)  -0.55
O (-6.719, 4.749, 1.049)  -0.26
O (-4.552, -0.149, 1.388)  -0.20
O (-6.818, 3.713, 3.285)  -0.57
O (7.252, -4.987, -0.613)  -0.34
O (2.805, 1.683, -0.737)  -0.29
O (3.979, 5.542, -2.036)  -0.12
O (-1.464, -8.113, 6.429)  -0.31
O (5.748, -10.210, -4.944)  -0.34
O (-6.542, 1.043, 0.800)  -0.32
O (-2.444, 3.376, 6.087)  -0.59
O (5.810, 4.275, -3.087)  -0.47
O (0.247, -9.396, 5.209)  -0.53
O (8.477, -6.079, -2.459)  -0.55
O (8.095, -10.093, -4.506)  -0.35
O (-4.093, 1.964, 4.925)  -0.30
O (6.177, -5.301, -2.726)  -0.34
N (-1.957, 0.682, -1.969)  -0.24
N (-1.157, 3.485, -1.774)  0.13
N (-1.191, 0.897, 0.221)  -0.65
C (5.592, -4.191, -2.028)  -0.20
C (-2.277, 1.685, -2.970)  -0.68
C (-0.883, -7.466, 7.573)  -0.34
C (-2.485, 3.013, -2.271)  -0.94
C (5.992, -9.508, -3.715)  -0.18
C (-4.959, 3.048, 8.144)  -0.40
C (-2.815, -4.268, 2.629)  -0.38
C (-0.144, 2.399, -1.449)  0.53
C (3.574, 1.895, -3.584)  -0.96
C (4.139, -0.545, -1.879)  -1.34
C (7.414, -9.009, -3.854)  -0.16
C (5.370, 7.308, -1.448)  -0.42
C (-6.536, 0.748, 2.224)  -0.36
C (5.650, 1.964, -1.205)  -1.09
C (-7.722, 5.759, 0.843)  -0.34
C (-1.216, 4.085, -7.753)  -0.43
C (-3.316, -4.948, 3.883)  0.09
C (0.014, -6.406, 6.969)  -0.21
C (-5.074, 0.565, 2.540)  0.07
C (2.260, 2.983, -0.725)  -0.27
C (6.673, -3.751, -1.063)  -0.36
C (-2.086, 3.155, -6.934)  -0.32
C (-0.781, 1.013, -1.165)  0.66
C (0.779, 2.952, -0.370)  -1.87
C (-7.347, 6.851, 1.824)  -0.41
C (4.458, 6.244, -0.876)  -0.36
C (-5.740, 3.835, 7.111)  -0.27
H (-3.120, 2.839, -1.409)  0.57
H (-2.923, 3.763, -2.922)  0.49
H (-8.701, 5.332, 1.063)  0.29
H (3.915, -0.914, -0.879)  0.41
H (-2.889, 3.694, -6.429)  0.27
H (-6.587, 3.269, 6.722)  0.23
H (-0.588, 3.544, -8.461)  0.32
H (-0.373, 0.749, 0.801)  0.27
H (4.301, 1.493, -4.288)  0.59
H (5.133, -0.857, -2.184)  0.25
H (-2.592, -5.643, 4.296)  -0.15
H (2.567, 1.602, -3.878)  0.24
H (7.882, -8.810, -2.898)  0.20
H (-4.291, 3.687, 8.723)  0.29
H (-6.958, 1.577, 2.780)  0.30
H (-4.917, -0.017, 3.437)  0.09
H (6.378, 2.106, -1.996)  0.38
H (-6.077, 4.799, 7.480)  0.33
H (0.676, 2.404, 0.559)  0.31
H (-2.496, 2.334, -7.513)  0.34
H (7.473, -8.124, -4.491)  0.27
H (5.320, -3.419, -2.741)  0.25
H (-8.183, 7.492, 2.088)  0.31
H (-1.745, 0.050, 0.320)  0.19
H (-4.262, -5.460, 3.710)  0.29
H (0.504, 3.983, -0.142)  0.53
H (-6.515, 7.457, 1.462)  0.29
H (-7.688, 6.089, -0.191)  0.30
H (6.029, 1.190, -0.534)  0.37
H (-1.675, -7.052, 8.189)  0.31
H (-1.295, 4.102, -0.977)  0.53
H (0.204, -0.656, -1.041)  0.37
H (7.445, -3.160, -1.560)  0.33
H (-4.554, 1.516, 2.623)  0.25
H (3.641, 2.973, -3.698)  0.10
H (-7.108, -0.166, 2.393)  0.32
H (-1.782, 4.852, -8.270)  0.32
H (5.004, 5.543, -0.240)  0.25
H (-3.210, 1.409, -3.449)  0.49
H (4.701, -4.539, -1.503)  0.29
H (3.613, 6.657, -0.333)  0.37
H (-0.555, -5.535, 6.637)  0.20
H (0.437, 2.282, -2.361)  -0.06
H (2.393, 3.493, -1.682)  0.22
H (-0.315, -8.202, 8.144)  0.30
H (6.284, -3.205, -0.209)  0.31
H (3.367, -0.934, -2.541)  0.38
H (5.271, -8.704, -3.611)  0.25
H (6.107, 7.663, -0.734)  0.31
H (-1.762, -3.990, 2.714)  0.29
H (5.889, -10.205, -2.882)  0.31
H (2.769, 3.596, 0.022)  0.39
H (-5.594, 2.474, 8.812)  0.32
H (-1.483, 1.741, -3.713)  0.34
H (-2.967, -4.862, 1.734)  0.34
H (5.569, 2.869, -0.608)  0.24
H (0.811, -6.092, 7.636)  0.31
H (4.808, 8.151, -1.852)  0.30
H (-0.724, 4.064, -2.504)  0.46
H (-2.751, 0.688, -1.339)  0.01


Q: Among the records above, which one has the lowest E_tot?
A: C27H60N3O38S9Si